{
  "formula": "C32H34ClN4O2PdSSi",
  "method": "wB97M-V/def2-TZVPD",
  "lumo_ev": 2.3,
  "molar_mass_da": 708.68,
  "spin_multiplicity": 1,
  "e_above_lowest_kcal_mol": 32.8,
  "homo_energy_ev": -4.644,
  "largest_force_ev_per_a": 4.31,
  "charge": -1,
  "total_energy_ha": -2885.1681,
  "elements": ["Pd", "O", "S", "N", "Cl", "C", "C", "C", "C", "C", "C", "C", "H", "H", "H", "H", "H", "H", "C", "C", "N", "C", "N", "C", "C", "C", "N", "C", "H", "H", "H", "H", "H", "H", "H", "H", "H", "H", "H", "H", "H", "O", "Si", "C", "C", "C", "C", "C", "C", "C", "C", "C", "C", "C", "C", "C", "C", "C", "C", "C", "C", "H", "H", "H", "H", "H", "H", "H", "H", "H", "H", "H", "H", "H", "H", "H"],
  "positions_angstrom": [[0.9639, -1.3042, -0.3882], [-1.9973, -2.1204, 0.7184], [-1.2794, -3.3273, 0.2184], [-0.2662, -3.0709, -0.8214], [2.8670, 4.0018, -4.5645], [2.6826, 2.8944, -3.2184], [3.1401, 1.5930, -3.3405], [2.9974, 0.7261, -2.2692], [2.4110, 1.1305, -1.0676], [2.2644, 0.1821, 0.0720], [1.9646, 2.4492, -0.9848], [2.0848, 3.3292, -2.0505], [3.5874, 1.2626, -4.2688], [3.3196, -0.3043, -2.3747], [1.9268, 0.7007, 0.9723], [3.2169, -0.3209, 0.2639], [1.4930, 2.7907, -0.0726], [1.7114, 4.3421, -1.9742], [0.4243, -3.7036, 4.1403], [0.1283, -2.2861, 3.6889], [0.8609, -1.9916, 2.4709], [1.8211, -2.7947, 1.9276], [2.1443, -2.6181, 0.6822], [3.2133, -3.4192, 0.1276], [4.2839, -3.6702, 1.1792], [3.6518, -4.3760, 2.3634], [2.4014, -3.7337, 2.7365], [1.9246, -3.9283, 4.0911], [-0.0626, -4.4125, 3.4661], [0.0473, -3.8687, 5.1502], [0.4156, -1.5810, 4.4773], [-0.9360, -2.1504, 3.4905], [0.3940, -1.4623, 1.7313], [3.6266, -2.8824, -0.7262], [2.8179, -4.3728, -0.2455], [4.6924, -2.7076, 1.4970], [5.0993, -4.2763, 0.7814], [4.3230, -4.3505, 3.2281], [3.4670, -5.4297, 2.1217], [2.4336, -3.2471, 4.7885], [2.1716, -4.9508, 4.3867], [-0.2172, 0.0317, -1.3024], [-1.4956, 0.9661, -1.0420], [-1.1386, 2.3008, 0.2631], [-0.7945, 1.8978, 1.5572], [-0.4982, 2.8169, 2.5525], [-0.5420, 4.1780, 2.2733], [-0.8817, 4.6029, 0.9972], [-1.1765, 3.6712, 0.0077], [-1.8034, 1.8894, -2.6615], [-2.9879, 2.5745, -2.9417], [-3.1456, 3.2905, -4.1213], [-2.1164, 3.3261, -5.0533], [-0.9366, 2.6386, -4.8015], [-0.7855, 1.9306, -3.6162], [-3.1103, 0.1791, -0.4852], [-4.0963, 0.9313, 0.1522], [-5.3293, 0.3945, 0.5013], [-5.5719, -0.9350, 0.1790], [-4.5909, -1.7048, -0.4222], [-3.3058, -1.2009, -0.6573], [-0.7515, 0.8359, 1.7833], [-0.2316, 2.4767, 3.5468], [-0.3142, 4.9013, 3.0476], [-0.9091, 5.6625, 0.7693], [-1.4279, 4.0182, -0.9892], [-3.8062, 2.5366, -2.2291], [-4.0716, 3.8198, -4.3159], [-2.2359, 3.8847, -5.9745], [-0.1311, 2.6579, -5.5266], [0.1343, 1.3936, -3.4132], [-3.9026, 1.9807, 0.3627], [-6.0812, 0.9965, 0.9958], [-6.5433, -1.3735, 0.3855], [-4.7909, -2.7471, -0.6515], [-2.8444, -1.5639, -1.5743]]
}

=====

{
  "formula": "CH4NOPS2",
  "method": "wB97M-V/def2-TZVPD",
  "lumo_ev": [-1.2, -0.6],
  "molar_mass_da": 141.16,
  "spin_multiplicity": 1,
  "e_above_lowest_kcal_mol": 47.9,
  "homo_energy_ev": [-8.265, -7.978],
  "largest_force_ev_per_a": 2.30,
  "total_energy_ha": -1308.1766,
  "elements": ["C", "N", "O", "P", "S", "S", "H", "H", "H", "H"],
  "positions_angstrom": [[-1.1466, -1.3118, 1.2424], [1.3982, 0.9026, 0.3171], [-1.9546, -1.1018, 2.0580], [-0.1053, 0.6720, -0.4134], [-0.8088, 2.3557, -1.0820], [0.5063, -0.7072, -1.9359], [-0.6681, -2.2366, 0.9135], [1.4360, 1.7071, 0.9281], [1.8239, 0.0814, 0.7265], [-0.4810, -0.3614, -2.7541]]
}

=====

{
  "formula": "C5H13O2",
  "method": "wB97M-V/def2-TZVPD",
  "lumo_ev": 3.7,
  "molar_mass_da": 105.16,
  "spin_multiplicity": 1,
  "e_above_lowest_kcal_mol": 84.6,
  "homo_energy_ev": -3.363,
  "largest_force_ev_per_a": 5.48,
  "charge": -1,
  "total_energy_ha": -348.6650,
  "elements": ["C", "O", "C", "C", "C", "C", "H", "H", "H", "H", "H", "H", "H", "H", "H", "H", "H", "H", "H", "O"],
  "positions_angstrom": [[-1.8227, -0.3014, -0.6709], [-2.2431, 0.1491, 0.5574], [-0.1785, -0.5965, -0.4801], [0.6255, 0.5788, 0.1076], [1.9933, 0.0612, 0.7298], [0.7483, 1.6841, -0.9856], [-1.9968, 0.4601, -1.5565], [-1.9856, -1.1727, -1.3970], [-0.1825, -1.4885, -0.0004], [0.0423, -0.8242, -1.5436], [-0.0376, 0.7322, 0.9672], [2.6756, 0.8937, 1.0701], [2.4462, -0.6847, 0.0285], [1.7003, -0.4964, 1.7366], [0.9754, 1.0983, -1.9633], [-0.1726, 2.2605, -1.1062], [1.6150, 2.4299, -0.7973], [-1.4486, -1.9788, 1.5326], [-1.8618, -0.6264, 1.3853], [-0.8923, -2.1782, 2.3858]]
}

=====

{
  "formula": "C36H60N3O18",
  "method": "wB97M-V/def2-TZVPD",
  "lumo_ev": -0.3,
  "molar_mass_da": 822.88,
  "spin_multiplicity": 1,
  "e_above_lowest_kcal_mol": 0.0,
  "homo_energy_ev": -6.455,
  "largest_force_ev_per_a": 11.33,
  "charge": -1,
  "total_energy_ha": -2925.4586,
  "elements": ["C", "C", "O", "N", "H", "H", "C", "H", "H", "H", "H", "H", "H", "N", "O", "O", "O", "N", "O", "O", "O", "C", "C", "C", "O", "H", "H", "H", "H", "H", "H", "H", "H", "C", "C", "C", "O", "H", "H", "H", "H", "H", "H", "H", "H", "C", "C", "C", "O", "H", "H", "H", "H", "H", "H", "H", "H", "C", "C", "C", "O", "H", "H", "H", "H", "H", "H", "H", "H", "C", "C", "C", "O", "H", "H", "H", "H", "H", "H", "H", "H", "C", "C", "C", "O", "C", "C", "C", "O", "H", "H", "H", "H", "C", "C", "C", "O", "C", "C", "C", "O", "H", "H", "H", "H", "C", "C", "C", "O", "C", "C", "C", "O", "H", "H", "H", "H"],
  "positions_angstrom": [[-1.1778, 1.0093, 0.0496], [0.0062, 0.0583, 0.3876], [1.0942, 0.5603, 0.4766], [-0.1968, -1.3977, 0.7096], [-1.1648, -1.6197, 0.9926], [-0.0388, -2.0707, -0.3134], [0.9572, -2.1577, 1.4116], [-1.7998, 0.6423, -0.8484], [-0.8048, 1.9543, -0.0244], [-2.0008, 0.8493, 0.7596], [0.5352, -3.0817, 1.6046], [1.1012, -1.7157, 2.3336], [2.1382, -2.3097, 0.7986], [-3.3488, -1.9847, 1.3606], [-2.7398, -1.2597, 2.2466], [-4.0928, -1.3937, 0.4366], [-3.0328, -3.1807, 1.3276], [-0.5898, -3.3447, -2.2934], [-0.9058, -4.0097, -1.2904], [-0.2258, -2.1807, -2.0634], [-1.2608, -3.6697, -3.3364], [-1.1068, -3.1027, 4.5276], [-0.8648, -4.0457, 5.6156], [0.3732, -5.0027, 5.3196], [-0.6728, -3.3597, 6.7986], [-0.2278, -2.5767, 4.3336], [-2.0018, -2.4017, 4.7976], [-1.4778, -3.4587, 3.4986], [-1.6988, -4.7227, 5.6246], [0.1612, -5.8927, 4.8856], [1.1582, -4.9207, 6.3046], [0.9042, -4.3687, 4.5306], [-1.0698, -3.9487, 7.5586], [-0.7848, 4.7213, 2.6516], [-1.6358, 3.4683, 2.7826], [-2.3868, 3.2623, 4.1196], [-2.6168, 3.4483, 1.7516], [-0.2218, 4.9423, 1.8176], [-0.1348, 4.8713, 3.6016], [-1.1668, 5.7733, 2.9426], [-0.8998, 2.6923, 2.7056], [-2.9628, 2.3943, 4.3236], [-3.1558, 4.1043, 4.3796], [-1.5768, 3.2033, 4.7216], [-3.0978, 2.6923, 1.8966], [7.8092, -1.6857, -0.7374], [6.7192, -1.2947, 0.2636], [5.2032, -1.3127, -0.2954], [6.6692, -2.2727, 1.2186], [8.7122, -1.4747, -0.1034], [7.8852, -1.0447, -1.4214], [7.6822, -2.6717, -1.3104], [6.8992, -0.3667, 0.6946], [4.5752, -1.0477, 0.5196], [4.9782, -2.1257, -0.7744], [4.9242, -0.6757, -1.1104], [7.2582, -1.9337, 1.8736], [-5.8668, 1.8183, 3.3446], [-5.8718, 0.8753, 2.2266], [-7.1408, 0.8473, 1.3476], [-4.8078, 1.1403, 1.3806], [-5.1798, 1.4433, 4.1156], [-6.8908, 2.0043, 3.9016], [-5.4848, 2.7013, 3.1806], [-5.6938, -0.0867, 2.5606], [-8.0308, 0.5063, 1.9486], [-7.1248, 0.2773, 0.3856], [-7.3828, 1.9623, 0.9516], [-4.3608, 0.2813, 1.0266], [1.5982, 0.3803, -5.0744], [0.4672, 0.6313, -3.9694], [-0.8738, 0.0673, -4.4364], [0.9032, 0.1333, -2.7384], [1.5722, 1.2743, -5.9834], [1.6632, -0.5827, -5.4144], [2.4912, 0.4343, -4.4314], [0.3302, 1.6623, -3.7394], [-1.4128, 0.6733, -5.0984], [-1.6388, 0.3703, -3.5694], [-0.7888, -1.0237, -4.3444], [0.5442, -0.7407, -2.5954], [-7.3408, 2.3413, -2.1914], [-6.2378, 1.2983, -2.3214], [-4.8368, 1.6643, -1.9244], [-3.9358, 0.9593, -2.1144], [-4.5018, 3.0283, -1.5054], [-5.5958, 4.0403, -1.3824], [-7.0238, 3.7383, -1.7884], [-7.7688, 4.6133, -1.6944], [-8.3608, 2.0603, -2.1704], [-6.2908, 0.2763, -2.6514], [-3.4658, 3.1053, -0.9844], [-5.3328, 4.8903, -1.0314], [5.8832, 4.0403, -0.5734], [5.9902, 3.3523, -1.9264], [4.7282, 2.5923, -2.3594], [4.7732, 1.8423, -3.3314], [3.6562, 2.3363, -1.3724], [3.5782, 3.0253, -0.1184], [4.7272, 3.8753, 0.3216], [4.7582, 4.5693, 1.2786], [6.5662, 4.7363, -0.2944], [6.8042, 3.6953, -2.5054], [2.7102, 1.7743, -1.7344], [2.9532, 2.7373, 0.6706], [4.4432, -1.7587, -4.1324], [3.4262, -1.9357, -3.0414], [2.9292, -3.3707, -2.8584], [2.3182, -3.6607, -1.7954], [3.4572, -4.5287, -3.6344], [4.5502, -4.1717, -4.5904], [4.9772, -2.8637, -4.9964], [5.8322, -2.6817, -5.8404], [4.9782, -0.6057, -4.2564], [3.0012, -1.1177, -2.4484], [3.2082, -5.6047, -3.4504], [4.8142, -4.9017, -5.2584]]
}